[1]
78
Properties=species:S:1:pos:R:3:forces:R:3:lowdin_charge:R:1 method="wB97M-V/def2-TZVPD" energy_ha=-3446.36052 lumo_ev="-4.454 / -4.465" homo_energy_ev="-10.1 / -10.1" charge=+1 molar_mass_da=737.5 gap_ev="5.687 / 5.678" e_above_lowest_kcal_mol=3.46
Te -1.2251 -2.1145 1.6661 0.3539 0.2028 0.0893 0.629
Rh -0.2247 -0.1784 0.3786 0.1502 -0.8993 0.0206 -0.053
S 1.5266 0.9639 1.2358 0.2959 0.0005 0.1982 0.592
P -1.5925 1.4761 0.0679 0.0496 0.3881 -0.2499 0.683
P -0.7363 -0.8111 -1.7138 -0.4698 0.1688 0.3103 0.707
Si -2.2590 -5.8294 1.6605 -0.0357 -0.0150 0.0112 0.296
Si -5.0407 -3.1613 0.8427 -0.0191 -0.1317 0.1564 0.322
Si -3.3571 -3.1230 4.3786 0.0107 -0.0583 -0.1555 0.294
Si -3.1480 -3.7166 2.1044 -0.0347 0.1210 -0.3157 0.140
C 1.8907 2.8569 3.1678 0.0258 0.0198 -0.0051 -0.121
C -1.6906 -3.1689 5.2141 0.1247 -0.0180 0.0815 -0.220
C -1.9333 -2.1428 -1.9598 0.0657 -0.1216 -0.1145 -0.270
C -3.5871 -7.1046 1.9796 -0.0726 -0.0984 -0.0126 -0.209
C 0.6373 -1.2216 -2.8034 0.1878 -0.0077 0.0828 -0.217
C -1.5802 0.6135 -2.4922 0.0603 0.0536 -0.0620 -0.367
C -2.7823 1.8345 1.3610 -0.0929 0.0276 0.1754 -0.200
C -0.2285 2.0092 4.7518 0.0097 0.0371 -0.0168 -0.080
C -6.5142 -3.9562 1.6712 -0.1104 -0.0022 0.0879 -0.208
C -1.7162 -5.8820 -0.1268 0.0575 0.0023 -0.1268 -0.216
C -0.7891 -6.1246 2.7684 0.0971 -0.0142 0.0932 -0.215
C 0.0452 1.3574 3.5584 0.0218 0.0084 -0.0053 -0.152
C -4.9258 -3.8245 -0.8999 -0.0586 -0.0728 -0.1300 -0.204
C 0.5548 3.0819 5.1571 -0.0161 -0.0118 0.0007 -0.076
C -4.5119 -4.3637 5.1593 -0.0670 -0.0619 0.1078 -0.205
C -5.2331 -1.3012 0.8093 0.0116 0.1343 -0.1036 -0.213
C 1.1078 1.7782 2.7576 -0.2191 0.1628 -0.2891 -0.651
C -4.0713 -1.4007 4.4863 -0.0913 0.1351 0.0007 -0.214
C -2.5519 1.1699 -1.4551 -0.1360 0.0223 0.0119 -0.364
C -0.7576 3.0447 -0.2644 -0.0699 0.1655 0.0868 -0.234
C 1.6158 3.4998 4.3645 0.0036 -0.0103 -0.0057 -0.074
H -7.4251 -3.7687 1.0959 0.0140 -0.0072 0.0119 0.041
H -0.5577 0.5132 3.2447 0.0333 -0.0448 0.0652 0.030
H -1.4761 3.7972 -0.5967 0.0134 0.0031 0.0170 0.063
H -1.3001 -6.8668 -0.3564 -0.0021 0.0261 -0.0279 0.041
H -2.5421 -5.6952 -0.8161 0.0068 -0.0103 0.0113 0.017
H -3.0397 2.0945 -1.7709 0.0414 -0.0115 -0.0668 0.102
H -5.1117 -1.3768 4.1538 0.0095 -0.0003 0.0201 0.025
H 0.2369 -1.3726 -3.8078 0.0596 -0.0150 -0.0133 0.064
H -5.4179 -0.8971 1.8063 0.0171 -0.0069 -0.0070 0.023
H -3.3840 2.6821 1.0242 -0.0507 -0.0120 0.0853 0.071
H -2.2690 2.0986 2.2867 0.0356 0.0298 -0.0674 0.046
H 1.3727 -0.4181 -2.8146 -0.0279 0.0245 -0.0067 0.057
H -0.9610 -2.5193 4.7257 -0.0277 0.0221 0.0288 -0.003
H -4.6758 -4.0977 6.2077 -0.0195 -0.0442 -0.0142 0.041
H -0.9352 -5.1393 -0.3121 -0.0019 -0.0213 0.0118 0.013
H -0.8317 1.3633 -2.7595 0.0299 -0.0228 0.0094 0.088
H -0.0644 -5.3097 2.6999 -0.0020 -0.0215 -0.0040 0.023
H 0.3423 3.5882 6.0893 0.0049 -0.0086 -0.0022 0.107
H -3.5027 -0.6938 3.8764 0.0171 -0.0135 0.0246 0.005
H 1.1324 -2.1334 -2.4704 -0.0427 -0.0208 0.0071 0.060
H -1.0515 1.6735 5.3704 0.0035 -0.0050 -0.0040 0.107
H -1.5118 -3.0928 -1.6294 -0.0137 0.0218 0.0396 0.037
H -2.8086 -1.9317 -1.3484 0.0234 0.0315 -0.0244 0.007
H -4.3206 -0.8354 0.4232 -0.0446 -0.0012 0.0083 -0.019
H -6.0690 -1.0165 0.1643 0.0220 0.0333 0.0141 0.044
H -3.1779 -8.1089 1.8394 -0.0337 0.0052 0.0057 0.039
H -0.2839 -7.0500 2.4787 0.0037 0.0155 0.0216 0.040
H -1.2734 -4.1774 5.2320 -0.0154 0.0051 0.0123 0.025
H -4.4306 -6.9916 1.2940 0.0124 -0.0027 0.0129 0.026
H 2.7178 3.1795 2.5483 -0.0096 0.0111 0.0020 0.102
H 0.0144 2.9035 -1.0179 -0.0166 0.0053 -0.0269 0.048
H -2.0704 0.3004 -3.4157 -0.0620 0.0031 0.0316 0.100
H -4.0442 -1.0535 5.5230 -0.0159 0.0127 -0.0243 0.040
H -4.9134 -4.9168 -0.9035 -0.0295 0.0120 0.0245 0.033
H -6.6696 -3.5617 2.6781 -0.0119 -0.0057 -0.0207 0.023
H -6.3897 -5.0387 1.7525 0.0008 0.0196 -0.0030 0.031
H -3.9725 -7.0428 2.9998 0.0084 -0.0017 -0.0143 0.025
H -3.4214 0.9733 1.5514 0.0099 -0.0158 -0.0539 0.028
H -1.0894 -6.2230 3.8140 0.0065 -0.0037 -0.0150 0.027
H -5.8079 -3.5020 -1.4614 0.0212 -0.0317 -0.0205 0.044
H -1.7988 -2.8294 6.2485 0.0269 -0.0294 -0.0084 0.041
H -2.2215 -2.2214 -3.0106 0.0008 0.0041 0.0058 0.071
H -4.0420 -3.4869 -1.4367 -0.0583 -0.0640 -0.0141 -0.010
H -4.0943 -5.3726 5.1336 0.0027 0.0168 0.0096 0.029
H 2.2313 4.3327 4.6780 0.0036 -0.0054 0.0006 0.110
H -0.2670 3.3847 0.6486 -0.0060 -0.0201 0.0014 0.045
H -3.3407 0.4464 -1.2313 0.0208 0.0120 0.0249 0.072
H -5.4844 -4.3898 4.6643 0.0096 0.0058 0.0097 0.021

=====

[2]
92
Properties=species:S:1:pos:R:3:forces:R:3:lowdin_charge:R:1 method="wB97M-V/def2-TZVPD" energy_ha=-4612.11406 lumo_ev=-11.185 homo_energy_ev=-12.3 charge=+2 molar_mass_da=789.5 gap_ev=1.152 e_above_lowest_kcal_mol=412.80
Y -2.8335 2.8770 1.1299 1.0651 -1.6209 -0.1794 2.116
As 0.5206 -1.6234 -0.2508 0.2553 -1.6681 0.3063 0.911
F 1.8396 -0.4388 -0.5032 -1.3536 -1.1391 0.2580 -0.295
F -0.8799 -2.6999 0.0806 1.1813 1.0445 -0.4242 -0.306
F -0.5605 -0.2487 0.3215 0.7435 -0.5091 -0.1993 -0.374
F 1.4848 -3.0249 -0.8407 -0.8667 1.5950 0.3686 -0.301
F -0.0634 -1.3861 -1.9232 0.3876 0.1444 1.3661 -0.308
F 1.1390 -2.0346 1.3983 -0.8230 1.1392 -1.6471 -0.299
O -5.0896 -0.6827 1.9867 -0.1294 -0.5851 -0.0893 -0.053
O -1.9730 1.4079 4.7866 0.3119 -0.0697 0.8381 -0.057
O 1.1670 3.9450 2.4324 0.3652 -0.4901 0.2680 -0.055
O 0.1544 -6.1613 -6.5858 -0.2703 1.0217 0.6913 0.096
O 8.2879 0.1450 1.9245 0.0846 0.7634 -0.3292 0.082
O -4.5308 1.7474 -2.5697 -0.2613 1.6494 2.9484 -0.018
O -0.1778 3.2705 -2.3871 -0.4362 0.2427 -0.9712 -0.037
N -0.4868 -5.5032 -4.5416 -1.8059 0.2775 0.7404 0.059
N -4.2350 0.4892 -4.2662 0.0940 -0.4665 -1.3556 0.027
N 2.2091 5.3788 3.7499 0.7306 0.4438 1.0090 0.010
N -1.0962 -0.0805 6.2724 -0.5086 0.1739 -0.7104 0.026
N 9.5352 -1.6538 1.4257 0.3362 -0.5573 -0.5951 0.030
N 1.7523 3.0732 -3.3643 2.9755 -0.5552 -2.2337 0.047
N -6.8340 -1.4270 3.1568 -0.1368 -1.6352 -0.1423 0.008
C 1.6901 -4.8367 -5.3646 -0.2161 0.6444 -0.7849 0.015
C 10.7251 -0.9149 1.2075 1.2472 0.9842 0.7227 -0.076
C 2.1417 4.1813 3.1736 -0.0742 -1.1918 -0.0919 -0.527
C 0.3701 -5.4904 -5.5624 0.4714 -2.0131 -0.8143 -0.534
C -5.9562 -1.5742 2.1161 -0.3809 2.4400 -0.2467 -0.501
C 7.1579 -1.9071 1.8494 -0.4975 -0.6451 0.4459 0.004
C -6.1055 2.0175 -4.3293 -1.7427 0.7702 0.6699 0.008
C 8.3580 -1.0443 1.6955 0.0379 -0.5412 0.6825 -0.548
C 2.6776 3.0959 -4.5188 0.1093 -0.6238 -0.0901 -0.047
C 0.4988 3.4010 -3.4448 -2.5225 0.7752 1.8391 -0.518
C -1.7039 -1.2422 5.5928 0.3157 -0.3815 0.9297 -0.040
C -0.1168 4.0227 -4.7190 0.2374 -0.4105 0.4925 0.017
C 3.2417 3.1457 3.5456 -0.0206 0.4036 -0.7970 0.014
C -1.3488 1.1697 5.8537 -0.4026 -0.3748 -1.7344 -0.550
C -4.9700 1.4166 -3.6496 1.8994 -1.1495 -1.2874 -0.612
C -1.8578 -6.0530 -4.6520 1.1223 0.2794 -0.2692 -0.020
C -0.8331 2.2380 6.7325 0.3717 0.8841 0.9886 -0.011
C -7.8414 -2.4002 3.6491 0.1023 0.7081 -1.0135 -0.054
C -4.2918 0.2223 -5.7036 -0.3269 -0.1193 0.2813 -0.059
C 3.3178 6.0138 4.5383 -1.0455 -0.3061 -1.6028 -0.024
C -6.2206 -2.5571 0.9789 0.0487 -0.6550 1.5806 0.013
H 3.1663 5.9485 5.6157 0.0291 0.0792 -0.1635 0.087
H 0.4774 4.8381 -5.1315 0.1599 -0.0389 0.2043 0.083
H -6.6034 1.4928 -5.1447 0.4647 -0.0369 0.0622 0.092
H -0.4582 -0.1328 7.0537 -0.2900 -0.6036 -0.0731 0.145
H 7.2787 -2.9454 1.5404 -0.0435 0.1922 -0.5959 0.082
H -3.5176 -0.5092 -5.9353 -0.2008 0.1492 -0.1897 0.092
H 3.2741 7.0253 4.1345 0.4087 0.2294 0.7359 0.088
H -1.1112 4.4021 -4.4839 0.1742 -0.1028 0.1501 0.078
H -2.1392 -5.9635 -5.7012 -0.0114 -0.2503 0.0826 0.090
H -0.1645 -5.1986 -3.6342 -0.0078 0.1860 -0.0743 0.152
H -1.3666 -2.1665 6.0619 0.5318 0.1754 -0.0625 0.087
H 2.1426 2.6301 -2.5449 -0.6532 0.1203 0.2245 0.157
H 0.2337 2.1837 6.9496 0.2299 -0.1090 -0.5894 0.090
H -2.5512 -5.4686 -4.0473 0.2201 -0.1304 0.1694 0.088
H 3.2556 2.2672 2.9005 -0.7191 0.0320 0.0960 0.083
H 10.9385 -0.5714 0.1953 -0.3798 -0.2809 -0.3156 0.096
H -1.8240 -7.1008 -4.3534 -0.3701 -0.0064 -0.0242 0.097
H -1.0769 3.2322 6.3579 0.0160 -0.2016 0.0328 0.084
H -6.2298 -3.5784 1.3597 0.3487 -0.1843 0.1262 0.083
H 11.5861 -1.4890 1.5497 -0.0382 -0.1039 -0.0907 0.095
H -4.1943 1.1265 -6.3045 0.4770 0.0781 0.0399 0.088
H -6.8118 2.1083 -3.5040 -0.4839 0.1903 -0.1981 0.096
H 2.4435 2.4039 -5.3278 -0.8689 0.0045 0.0057 0.088
H 1.8978 -4.5408 -6.3929 0.7440 0.0578 0.1498 0.094
H 2.4155 -5.5655 -5.0030 0.0165 0.2025 -0.0183 0.103
H -0.2219 3.2849 -5.5145 0.1030 -0.1680 0.0850 0.088
H -8.1905 -1.9577 4.5821 -0.1576 -0.6050 -0.0212 0.088
H -5.4286 -2.4743 0.2345 -0.4447 0.1858 -0.0259 0.089
H 9.6457 -2.6520 1.3180 -0.7071 0.1263 -0.0359 0.148
H 3.1806 2.8508 4.5931 -0.2336 0.0448 -0.0417 0.085
H 2.7719 4.0856 -4.9656 0.2391 -0.0158 0.3318 0.088
H -5.2771 -0.1581 -5.9728 0.1368 -0.4104 0.0757 0.083
H -8.6568 -2.4592 2.9283 -0.2917 0.1774 0.1392 0.080
H 10.6912 -0.0071 1.8100 -0.0726 0.0295 0.0477 0.092
H 1.6240 -3.9323 -4.7598 0.1385 -0.2077 0.2615 0.089
H -3.3765 0.3435 -3.7546 0.0782 -0.3777 -0.2506 0.144
H 4.2685 5.5863 4.2196 -0.1309 -0.0387 0.2669 0.080
H -2.7722 -1.2906 5.8034 -0.1206 0.5005 -0.4401 0.086
H -7.2568 -2.4690 0.6524 0.1776 0.5304 -0.4660 0.089
H 3.6271 2.6508 -4.2214 0.1501 0.7358 0.3984 0.091
H -1.4705 -1.2798 4.5288 -0.1256 0.1991 0.1484 0.090
H 6.3099 -1.3876 1.4031 0.0177 -0.3576 -0.1039 0.093
H -1.2232 2.1140 7.7427 -0.5197 0.1327 -0.0380 0.094
H 6.9487 -2.0178 2.9134 -0.0169 0.3897 0.1641 0.093
H -6.7846 -0.5943 3.7262 0.6280 -0.1223 -0.3364 0.129
H -7.4988 -3.4311 3.7387 0.4564 0.2580 0.4137 0.088
H -5.8650 3.0472 -4.5935 0.0951 -0.0766 -0.2505 0.107
H 4.2529 3.5236 3.3943 -0.0713 0.5088 0.1418 0.073
H 1.3788 5.9221 3.5615 0.2451 0.2363 0.0341 0.133